No. 1
12 unconnected molecules or ions with the total composition C49H97Br22O5P at a distorted geometry. Source: the Open Molecules 2025 dataset; level of theory: ωB97M-V/def2-TZVPD.

The net charge is 0. The SMILES is CCCCCCCCC[C@]1(CCCCCOC)OC(=O)O[C@@]1(CCCCCCCCC)[PH2]=O.BrCCBr.BrCCBr.BrCCBr.BrCCBr.BrCCBr.BrCCBr.BrCCBr.BrCCBr.BrCCBr.BrCCBr.BrCCBr. As for the HOMO energy: -0.3419 hartree. The calculation puts the HOMO-LUMO gap at 9.63 eV.

Each line ends with the Mulliken charge.
Positions of all 174 atoms, in Å:
Br -8.537 -2.313 2.840  -0.129
Br -2.388 -10.564 9.042  -0.139
Br -1.274 -12.142 2.641  -0.156
Br 0.892 -7.645 -1.514  -0.151
Br 12.704 1.723 0.374  -0.133
Br 4.476 10.269 -0.307  -0.144
Br -4.208 -7.676 0.601  -0.132
Br -0.755 -0.734 -8.136  -0.146
Br 9.528 3.997 0.871  -0.095
Br -3.396 -5.550 3.505  -0.110
Br -3.342 -9.386 3.966  -0.079
Br 0.246 -6.621 1.976  -0.100
Br -10.609 0.437 4.170  -0.147
Br -1.628 -4.139 -7.066  -0.101
Br -4.114 0.123 2.729  -0.102
Br -8.299 4.396 -3.454  -0.138
Br -2.049 -2.622 1.399  0.043
Br 7.415 6.698 2.198  -0.119
Br 0.367 -9.016 7.139  -0.135
Br 1.761 8.663 1.606  -0.132
Br -4.950 3.672 -4.817  -0.020
Br 10.367 -0.123 -1.806  -0.117
P -0.359 0.588 -0.967  0.718
O 0.828 -0.358 -1.296  -0.544
O 2.425 2.860 -1.025  -0.550
O -5.988 2.414 1.365  -0.352
O 0.987 2.076 -2.647  -0.397
O 0.075 3.484 -0.952  -0.471
C -5.374 3.029 -0.944  0.037
C 0.294 -2.374 -8.221  -0.612
C -1.601 -0.244 -3.792  -0.698
C -0.414 4.511 -3.091  -1.164
C -0.429 -1.288 -4.161  0.343
C 0.020 -3.973 -1.401  -0.616
C -0.731 -2.801 -3.728  -0.693
C -0.843 3.350 -2.075  1.681
C -3.058 4.427 -0.964  -0.509
C 9.834 5.187 2.383  -0.598
C -8.214 -1.123 4.351  -0.077
C -5.375 -6.568 1.702  -0.627
C 3.948 10.512 1.555  -0.578
C 2.337 -2.999 -0.433  -0.511
C 0.751 -8.729 0.100  -0.524
C -7.039 1.647 2.005  -0.786
C -0.598 -10.059 9.626  -0.574
C 1.267 2.864 -1.454  -0.413
C 5.787 3.709 -0.387  -0.078
C 4.069 5.571 -1.311  -1.038
C -0.951 -10.951 4.152  -0.601
C -0.568 -3.554 -8.589  -0.566
C 2.515 5.992 -1.103  -0.082
C 0.137 5.853 -2.374  -0.622
C 5.519 2.280 0.283  -0.191
C 6.178 2.080 1.738  -0.739
C -4.655 4.419 -1.293  -0.314
C 11.539 1.378 -2.220  -0.536
C -9.486 -0.848 5.113  -0.580
C -0.455 1.816 -2.453  0.334
C -2.420 3.238 -1.824  0.404
C -1.043 1.266 -3.837  -1.029
C -2.223 -10.672 4.911  -0.065
C 1.746 6.032 -2.511  -0.960
C -6.512 3.140 0.201  -0.569
C -0.165 -8.758 8.996  -0.568
C 3.543 9.202 2.182  -0.314
C -1.722 -1.436 2.911  -0.639
C 8.558 5.435 3.143  -0.571
C -1.020 -3.016 -2.166  1.328
C -4.700 -5.274 2.082  -0.353
C 4.701 4.838 -0.025  -0.022
C 0.772 -3.287 -0.157  0.772
C -0.334 -8.214 1.013  0.252
C -7.345 5.235 -4.933  -0.590
C -2.993 -1.163 3.672  -0.542
C -6.579 4.216 -5.738  -0.629
C 2.960 -1.902 0.575  -0.732
C 12.864 1.251 -1.511  -0.575
H -0.480 -10.053 3.752  0.215
H 1.738 -8.737 0.563  0.396
H -4.170 -4.802 1.254  0.163
H 2.181 5.287 -3.259  0.390
H 1.936 7.078 -2.961  0.408
H -0.311 6.726 -2.984  0.374
H -7.179 0.611 1.537  0.297
H -2.832 -11.561 5.078  0.384
H 8.767 5.904 4.105  0.369
H 0.750 -4.434 -2.145  0.340
H -0.671 -9.955 10.709  0.341
H -6.251 -6.376 1.081  0.381
H 6.012 1.493 -0.401  0.357
H -0.576 -4.858 -0.958  0.034
H -2.909 3.239 -2.868  -0.410
H 4.217 8.381 1.940  0.060
H 2.795 -0.825 0.233  -0.038
H -7.496 -1.654 4.980  0.342
H -2.048 -3.540 -2.094  0.374
H -3.598 -2.055 3.835  0.264
H 6.517 0.977 1.788  0.300
H -7.148 3.309 -5.941  0.372
H -5.423 -4.568 2.494  0.258
H 4.832 10.918 2.049  0.347
H -7.462 2.636 -0.218  0.408
H -0.237 5.997 -1.309  0.366
H 4.099 -2.017 0.709  0.328
H -5.888 2.668 -1.912  0.174
H 0.789 -2.484 -7.256  0.343
H 5.357 2.167 2.542  0.306
H 5.257 5.659 0.567  -0.207
H -1.847 1.952 -4.292  0.121
H 2.993 -3.928 -0.340  0.421
H 4.714 6.483 -1.561  0.428
H -2.362 -0.319 -4.659  0.458
H 2.027 5.290 -0.353  0.297
H 0.343 4.203 -3.883  0.424
H 3.473 9.301 3.266  0.362
H -10.091 -1.738 5.278  0.402
H 1.045 -2.192 -8.992  0.402
H -1.266 -3.347 -9.401  0.358
H 6.854 4.021 -0.063  -0.236
H -6.707 1.496 3.099  0.158
H 0.754 -3.963 0.780  -0.061
H -9.264 -0.380 6.073  0.361
H 7.969 4.533 3.304  0.342
H 13.588 1.958 -1.919  0.335
H 0.227 -3.402 -3.965  0.339
H -6.684 4.230 0.493  0.200
H -2.002 -10.204 5.871  -0.113
H 0.725 -8.368 9.494  0.346
H -0.368 -1.283 -5.320  -0.409
H 11.678 1.340 -3.302  0.351
H -4.676 2.189 -0.628  -0.023
H 4.130 4.843 -2.201  0.401
H 10.287 6.095 1.986  0.376
H 10.561 4.668 3.011  0.339
H 0.230 -2.317 0.175  -0.651
H -1.608 -0.137 -0.810  0.140
H -5.669 -7.170 2.561  0.384
H -2.773 -0.698 4.634  0.424
H 2.416 -1.992 1.591  0.186
H -8.121 5.701 -5.542  0.370
H -0.942 -7.995 9.000  0.365
H -1.581 -3.263 -4.339  -0.091
H 2.551 7.036 -0.614  0.056
H -8.003 2.280 1.973  0.424
H -7.745 -0.224 3.952  -0.117
H -1.371 4.817 -3.662  0.395
H -1.252 -7.952 0.489  0.195
H 0.061 -10.893 9.389  0.364
H -2.651 2.231 -1.345  -0.196
H -0.181 1.262 -4.599  0.470
H -5.185 5.325 -0.840  0.536
H 7.070 2.759 1.928  -0.050
H 10.996 2.287 -1.960  0.291
H -1.115 -2.060 -1.557  -1.191
H -0.134 1.250 0.280  0.097
H -1.004 -1.968 3.538  0.427
H 3.906 4.432 0.703  0.287
H 5.870 3.557 -1.529  0.394
H 2.401 -2.547 -1.482  0.190
H -1.253 -0.536 2.513  0.316
H -2.963 4.302 0.167  0.248
H 0.511 -9.733 -0.254  0.354
H 4.423 1.985 0.367  -0.042
H -0.561 -8.947 1.789  -0.435
H -6.242 4.646 -6.682  0.356
H -4.726 4.557 -2.438  -0.153
H 0.048 -4.413 -8.856  0.350
H -6.712 6.011 -4.502  0.358
H 13.282 0.245 -1.552  0.371
H -2.655 5.445 -1.277  0.269
H -0.235 -11.483 4.781  0.398
H 3.155 11.259 1.564  0.380
H -2.182 -0.506 -2.849  0.404
H 0.610 -0.919 -3.821  0.119

---

No. 2
A molecular structure, C4ClO3 at a distorted geometry. Source: the Open Molecules 2025 dataset; level of theory: ωB97M-V/def2-TZVPD.

The net charge is -1. As for the HOMO energy: -0.1644 hartree. The calculation puts the HOMO-LUMO gap at 8.31 eV.

Each line ends with the Mulliken charge.
Positions of all 8 atoms, in Å:
Cl -1.004 -0.461 -0.498  -0.438
O -0.032 2.082 0.010  -0.478
O -3.592 -0.905 0.587  -0.243
O 3.352 -1.347 0.046  -0.575
C 2.435 -0.597 0.045  0.995
C 0.494 1.028 -0.028  0.323
C 1.617 0.354 0.069  -0.643
C -3.271 -0.153 -0.230  0.059

---

No. 3
2 unconnected molecules or ions with the total composition C4F7NO3 at a distorted geometry. Source: the Open Molecules 2025 dataset; level of theory: ωB97M-V/def2-TZVPD.

The net charge is 0. As for the HOMO energy (alpha / beta): -0.4049 / -0.4049 hartree. The calculation puts the HOMO-LUMO gap (alpha / beta) at 8.30 / 8.30 eV.

Each line ends with the Mulliken charge.
Positions of all 15 atoms, in Å:
F 0.841 1.376 -1.925  -0.260
F -1.655 -1.484 0.326  -0.225
F 1.514 -0.974 -0.829  -0.207
F -2.198 0.792 0.064  -0.238
F 0.320 1.956 0.046  -0.238
F -2.062 0.927 -2.061  -0.273
F -0.937 -1.811 -1.749  -0.270
O 0.421 -0.570 1.692  -0.418
O 2.556 -0.086 1.645  -0.567
O 1.372 -0.015 3.426  -0.588
N 1.564 -0.195 2.267  1.144
C 0.462 -0.420 -0.408  0.246
C 0.121 1.005 -0.850  0.667
C -1.420 0.496 -0.965  0.570
C -0.900 -0.998 -0.677  0.658

---

No. 4
A gas-phase ion, C4H10 (charge -1). Source: the Open Molecules 2025 dataset; level of theory: ωB97M-V/def2-TZVPD.

The net charge is -1. As for the expectation value of S²: 0.750. As for the spin multiplicity: 2. As for the HOMO energy (alpha / beta): 0.0631 / -0.2642 hartree. The calculation puts the HOMO-LUMO gap (alpha / beta) at 2.68 / 12.10 eV.

Each line ends with the Mulliken charge.
Positions of all 14 atoms, in Å:
C 0.050 -0.558 -0.518  -1.446
C -0.286 -1.927 0.058  -3.191
C -0.112 0.578 0.505  -1.189
C 0.378 1.899 -0.038  -2.499
H -0.093 2.122 -1.000  0.612
H -0.555 -0.278 -1.391  0.841
H 1.065 -0.625 -0.915  0.736
H 0.210 2.754 0.630  0.712
H -1.176 0.598 0.763  0.765
H -0.316 -2.700 -0.724  0.838
H 0.388 0.292 1.421  0.693
H 1.460 1.910 -0.187  0.577
H -1.315 -1.989 0.435  0.683
H 0.462 -2.166 0.814  0.868

---

No. 5
C4H10 in the gas phase. Source: the Open Molecules 2025 dataset; level of theory: ωB97M-V/def2-TZVPD.

The net charge is 0. The SMILES is CC(C)C. As for the HOMO energy: -0.4130 hartree. The calculation puts the HOMO-LUMO gap at 12.48 eV.

Each line ends with the Mulliken charge.
Positions of all 14 atoms, in Å:
C 1.032 -0.848 -0.596  -1.488
C -1.385 -0.485 0.113  -1.246
C 0.094 -0.135 0.382  0.871
C 0.311 1.382 0.307  -1.520
H 0.730 -0.649 -1.632  0.359
H -1.905 -0.812 1.020  0.287
H -0.447 1.932 0.877  0.389
H 2.066 -0.502 -0.477  0.383
H 1.295 1.671 0.692  0.392
H -1.910 0.398 -0.264  0.323
H 0.350 -0.465 1.398  0.212
H 1.019 -1.935 -0.449  0.360
H -1.500 -1.277 -0.636  0.341
H 0.249 1.726 -0.734  0.338

---

No. 6
C4H10BN in the gas phase at a distorted geometry. Source: the Open Molecules 2025 dataset; level of theory: ωB97M-V/def2-TZVPD.

The net charge is 0. As for the HOMO energy (alpha / beta): -0.2499 / -0.2574 hartree. The calculation puts the HOMO-LUMO gap (alpha / beta) at 7.43 / 7.36 eV.

Each line ends with the Mulliken charge.
Positions of all 16 atoms, in Å:
N 0.220 -0.685 -0.334  0.191
C -1.501 1.723 -0.211  -0.343
C -0.377 2.222 0.571  -1.132
C 1.140 -0.567 0.779  -0.759
C 0.324 -2.013 -0.892  -0.965
B -0.872 0.079 -0.734  -0.164
H 0.453 2.683 0.009  0.336
H -0.528 -2.345 -1.725  0.249
H -1.671 2.368 -1.094  0.289
H 1.287 -2.381 -1.296  0.339
H 0.899 -1.257 1.632  0.249
H 2.110 -0.889 0.369  0.296
H -0.237 1.878 1.572  0.539
H 1.072 0.495 1.021  0.264
H 0.000 -2.672 -0.075  0.352
H -2.318 1.361 0.407  0.260